1.
Formula: C46H61CrGe2N3O5S2Te
Source: OMol25
Level of theory: ωB97M-V/def2-TZVPD

ΔE to the lowest compared entry with this formula, charge and spin = 56.90 kcal per mole
HOMO-LUMO gap (alpha / beta) = 6.01 / 5.38 eV
Net charge = -1
Maximum force = 2.067 eV Å⁻¹
DFT total energy = -233819.6864 eV
<S²> = 4.005
Spin multiplicity = 4

Cartesian coordinates (Å):
Cr (-0.15286, -0.19158, -0.07018)
C (2.36930, -2.37164, 7.87607)
C (1.54643, -2.26879, 6.61451)
C (1.53103, -1.09221, 5.87615)
C (0.82876, -1.00081, 4.67981)
C (0.11382, -2.09150, 4.21485)
C (0.09346, -3.27187, 4.95562)
C (0.80767, -3.35178, 6.14067)
S (-0.71214, -2.10272, 2.63996)
O (-0.03563, -3.09148, 1.83248)
O (-2.10189, -2.33363, 2.96995)
N (-0.48697, -0.64914, 1.99836)
C (-1.38931, 0.39574, 2.54914)
C (-1.11090, 1.70046, 1.85307)
O (-1.42310, 2.76276, 2.36166)
O (-0.56397, 1.57444, 0.67190)
H (3.42788, -2.50569, 7.63853)
H (2.05920, -3.21985, 8.48753)
H (2.28291, -1.46709, 8.48157)
H (2.08564, -0.22876, 6.23284)
H (0.83743, -0.08599, 4.10928)
H (-0.47793, -4.12046, 4.59666)
H (0.79353, -4.27408, 6.71151)
H (-1.26744, 0.54090, 3.62197)
H (-2.43636, 0.15024, 2.37349)
C (4.12757, -1.81558, 2.51305)
C (2.73460, -1.88134, 1.86917)
Ge (2.13021, -0.19387, 1.08614)
C (2.16122, 1.39725, 2.22229)
C (3.38887, 1.54110, 3.13077)
C (3.63657, 0.24870, -0.08661)
C (3.45020, 0.84524, -1.25959)
Ge (1.53717, 0.94709, -1.82668)
C (1.45892, -0.18671, -3.44682)
C (2.20591, 0.10681, -4.75693)
C (1.10598, 2.85600, -1.93988)
C (1.86854, 3.82149, -2.85548)
C (4.62440, 1.37521, -2.05388)
C (5.91126, 1.44457, -1.50245)
C (6.99349, 1.90938, -2.23380)
C (6.82839, 2.33409, -3.54953)
C (5.56272, 2.29420, -4.10920)
C (4.48592, 1.82553, -3.36421)
H (4.42828, -2.81807, 2.83057)
H (4.14142, -1.17974, 3.39857)
H (4.90633, -1.45121, 1.84113)
H (2.01385, -2.28300, 2.58182)
H (2.72842, -2.58329, 1.03060)
H (1.24214, 1.49550, 2.79673)
H (2.12692, 2.20630, 1.48908)
H (3.37994, 0.81197, 3.94522)
H (3.43015, 2.53552, 3.58709)
H (4.32704, 1.39749, 2.58410)
H (4.65509, 0.09566, 0.28477)
H (0.40329, -0.30545, -3.65906)
H (1.78081, -1.15869, -3.06751)
H (2.03321, 1.12012, -5.13722)
H (1.86166, -0.58209, -5.53640)
H (3.28382, -0.02940, -4.66737)
H (1.20419, 3.17377, -0.89593)
H (0.04483, 2.92811, -2.15452)
H (2.92932, 3.88904, -2.61521)
H (1.45185, 4.83001, -2.75684)
H (1.78687, 3.54713, -3.91494)
H (6.07140, 1.14063, -0.47553)
H (7.97264, 1.94930, -1.77092)
H (7.67325, 2.69842, -4.12187)
H (5.40305, 2.63155, -5.12754)
H (3.50908, 1.82071, -3.81543)
C (-2.80018, -6.08571, -1.67056)
C (-2.88855, -4.84509, -2.54377)
N (-3.07264, -3.61990, -1.75474)
C (-4.45096, -3.15163, -1.62262)
C (-4.86511, -2.23236, -2.75871)
C (-2.02806, -2.98174, -1.19934)
S (-2.33814, -1.58878, -0.26528)
N (-0.83988, -3.59531, -1.41353)
C (0.31704, -3.01082, -1.23690)
O (0.58002, -1.81136, -0.95033)
C (1.53244, -3.88662, -1.45632)
C (2.79322, -3.30569, -1.47798)
C (3.92088, -4.08891, -1.70521)
C (3.78612, -5.45727, -1.89862)
C (2.52470, -6.04212, -1.86394)
C (1.40129, -5.25504, -1.64866)
H (-2.69227, -6.98243, -2.28620)
H (-3.69733, -6.19861, -1.05664)
H (-1.93974, -6.00939, -1.00519)
H (-3.74662, -4.90638, -3.21339)
H (-1.99569, -4.74471, -3.15270)
H (-4.56233, -2.65102, -0.66536)
H (-5.08015, -4.04342, -1.59688)
H (-4.25133, -1.33080, -2.75769)
H (-5.91364, -1.94095, -2.64713)
H (-4.74805, -2.72587, -3.72814)
H (2.89098, -2.24161, -1.30823)
H (4.89993, -3.62475, -1.72844)
H (4.66134, -6.06903, -2.08195)
H (2.41588, -7.11149, -1.99970)
H (0.40942, -5.68892, -1.62340)
C (-3.68687, 6.13564, -4.74036)
C (-3.11558, 4.89860, -4.08985)
C (-3.32835, 4.63732, -2.74209)
C (-2.82324, 3.49528, -2.11838)
C (-3.07404, 3.28034, -0.64607)
C (-2.09050, 2.59071, -2.89959)
Te (-1.70691, 0.68190, -2.11539)
C (-1.82365, 2.84881, -4.25214)
C (-0.97094, 1.93301, -5.09612)
C (-2.35227, 4.00015, -4.82740)
H (-4.20488, 6.76163, -4.01160)
H (-4.40234, 5.87502, -5.52525)
H (-2.90336, 6.74017, -5.20509)
H (-3.89669, 5.34626, -2.14521)
H (-3.46911, 4.18799, -0.18694)
H (-2.16283, 3.00559, -0.11995)
H (-3.79597, 2.47760, -0.47709)
H (-0.22081, 1.42262, -4.50242)
H (-0.45424, 2.50216, -5.87244)
H (-1.57119, 1.16109, -5.58768)
H (-2.14518, 4.20479, -5.87651)

=====

2.
Formula: C6H8N3OS
Source: OMol25
Level of theory: ωB97M-V/def2-TZVPD

ΔE to the lowest compared entry with this formula, charge and spin = 91.10 kcal per mole
HOMO-LUMO gap (alpha / beta) = 8.47 / 8.47 eV
Net charge = +1
Maximum force = 6.572 eV Å⁻¹
DFT total energy = -23693.1288 eV

Cartesian coordinates (Å):
C (-1.76771, 0.85412, -0.09023)
C (-1.40434, -0.42804, -0.11665)
C (-0.82574, 1.91028, -0.18988)
C (0.51027, 1.80500, -0.05528)
C (1.31894, 0.63682, 0.45387)
C (0.97440, -0.64253, -0.18810)
N (-3.10674, 0.95233, -0.08500)
N (-2.25503, -1.41415, 0.01859)
N (1.00095, -1.94191, 0.48658)
O (1.49852, -0.79750, -1.36823)
S (-3.68316, -0.60284, -0.06564)
H (-1.44145, 2.84830, -0.20857)
H (1.08451, 2.67458, -0.29949)
H (2.50581, 0.73721, 0.48630)
H (1.03224, 0.40705, 1.48505)
H (-0.00646, -2.26523, 0.88364)
H (1.78042, -2.21100, 1.12072)
H (1.31227, -2.49636, -0.34305)
H (1.47230, -0.02614, -1.92464)

=====

3.
Formula: C34H26BrN6O4SbSe4Sn
Source: OMol25
Level of theory: ωB97M-V/def2-TZVPD

HOMO-LUMO gap = 4.71 eV
Net charge = -2
Maximum force = 1.019 eV Å⁻¹
DFT total energy = -396608.5180 eV

Cartesian coordinates (Å):
Sn (0.61262, -0.30845, -0.78302)
O (1.52640, -0.69019, 2.94199)
C (0.32870, -0.86523, 2.84011)
N (-0.42252, 0.04231, 2.12017)
C (0.01054, 1.40351, 1.96642)
C (1.08164, 2.20080, 1.67279)
C (0.74991, 3.56125, 1.56880)
C (-0.55075, 4.02806, 1.74559)
C (-1.63065, 3.19097, 2.06372)
C (-1.27587, 1.87411, 2.18939)
N (-1.76335, 0.56620, 2.39016)
C (-3.08066, 0.08128, 2.28846)
O (-3.91988, 0.60318, 2.97862)
C (-3.38733, -0.92789, 1.23405)
C (-4.63447, -1.51899, 1.20330)
C (-4.92633, -2.34896, 0.12429)
C (-3.96324, -2.52599, -0.85684)
C (-2.73784, -1.87546, -0.71019)
N (-2.46043, -1.09710, 0.32036)
C (-0.30963, -2.10494, 3.40713)
C (0.47963, -2.94625, 4.18057)
C (-0.09319, -4.11080, 4.66244)
C (-1.41915, -4.38211, 4.36245)
C (-2.12531, -3.46682, 3.59662)
N (-1.58053, -2.34971, 3.13127)
H (2.08177, 1.82179, 1.51401)
H (1.52713, 4.27006, 1.31265)
H (-0.74355, 5.08487, 1.61094)
H (-2.63968, 3.55657, 2.17725)
H (-5.35601, -1.29397, 1.97596)
H (-5.90412, -2.80565, 0.03477)
H (-4.15398, -3.11040, -1.74634)
H (-1.97069, -1.97440, -1.47175)
H (1.51317, -2.68436, 4.35833)
H (0.49003, -4.80352, 5.25613)
H (-1.90150, -5.28490, 4.71355)
H (-3.16815, -3.62711, 3.33903)
O (0.82899, 4.79368, -4.52644)
C (0.82145, 3.52400, -5.07862)
C (1.13423, 3.31940, -6.41236)
C (1.16132, 2.02491, -6.91601)
C (0.88611, 0.95046, -6.08547)
C (0.54717, 1.17338, -4.75796)
C (0.50119, 2.46062, -4.24239)
C (0.00513, 2.74332, -2.83061)
O (-0.79533, 1.72731, -2.32876)
N (1.14237, 2.90829, -1.88693)
N (1.56289, 1.76826, -1.34077)
C (2.68852, 1.55850, -0.75476)
C (2.72763, 0.24180, -0.12981)
Br (1.64033, -1.66256, -2.81726)
C (3.71740, -0.15216, 0.67314)
C (3.75830, -1.45261, 1.36359)
C (4.56205, -1.62747, 2.49117)
C (4.56808, -2.82496, 3.19240)
C (3.77714, -3.88478, 2.77009)
C (2.99460, -3.73552, 1.63021)
C (2.99034, -2.53912, 0.93119)
H (0.40923, 5.39985, -5.14424)
H (1.33684, 4.17165, -7.05233)
H (1.38803, 1.86319, -7.96363)
H (0.89268, -0.06083, -6.47116)
H (0.26285, 0.34426, -4.12746)
H (-0.50019, 3.71085, -2.84708)
H (1.86833, 3.53295, -2.22365)
H (3.48534, 2.31160, -0.73248)
H (4.55099, 0.51923, 0.90038)
H (5.16974, -0.79749, 2.83540)
H (5.18733, -2.92794, 4.07634)
H (3.77318, -4.81895, 3.31896)
H (2.38742, -4.56006, 1.27657)
H (2.40868, -2.44730, 0.02198)
Se (-3.12861, 3.56857, -4.23751)
Sb (-2.75076, 1.56813, -2.94409)
Se (-5.82845, 0.93217, -0.71995)
Se (-2.76975, -0.56353, -4.04146)
Se (-3.64550, 1.75714, -0.58145)

=====

4.
Formula: C11H29CuN3S2
Source: OMol25
Level of theory: ωB97M-V/def2-TZVPD

HOMO-LUMO gap (alpha / beta) = 10.34 / 6.43 eV
Net charge = +2
Maximum force = 4.229 eV Å⁻¹
DFT total energy = -82641.7398 eV
<S²> = 0.756
Spin multiplicity = 2

Cartesian coordinates (Å):
Cu (-0.69122, 0.09837, 0.31906)
S (-0.82762, -2.60683, -0.15894)
S (-0.87872, 2.80047, -0.15904)
C (0.78368, -3.45363, -0.10534)
C (-1.01762, -2.36463, -1.96184)
C (-0.33442, -1.12623, -2.49794)
N (-0.90162, 0.09627, -1.90114)
C (-0.35762, 1.32937, -2.49794)
C (-1.06402, 2.55467, -1.96204)
H (-2.09022, -2.32263, -2.14734)
H (-0.64832, -3.25183, -2.46984)
H (-0.43762, -1.10863, -3.58804)
H (0.73128, -1.14243, -2.27634)
H (-0.46052, 1.30987, -3.58804)
H (0.70758, 1.36567, -2.27634)
H (-2.13572, 2.49247, -2.14744)
H (-0.71162, 3.44867, -2.46994)
C (0.71638, 3.67757, -0.10544)
H (-1.90012, 0.08687, -2.09414)
H (1.41818, 3.28377, -0.83424)
H (1.12498, 3.53567, 0.89016)
H (0.56518, 4.73877, -0.27504)
H (1.19648, -3.29133, 0.88546)
H (1.47308, -3.05643, -0.84414)
H (0.65098, -4.51963, -0.26014)
C (-3.02702, 0.07627, 0.88806)
C (-2.32322, 0.08297, 2.04226)
H (-3.38562, -0.84883, 0.45616)
H (-3.40292, 0.99447, 0.45606)
H (-2.09112, -0.83523, 2.56476)
H (-2.10852, 1.00547, 2.56476)
N (1.38618, 0.11667, 0.00946)
C (2.25638, -0.70193, 0.89106)
C (1.53638, -1.23513, 2.14456)
C (1.02718, -0.17373, 3.01376)
N (0.24818, 0.70367, 2.17426)
H (1.71028, 1.10497, 0.07326)
H (1.73088, -0.06523, -0.94694)
H (2.64508, -1.57163, 0.32656)
H (3.16018, -0.12383, 1.19016)
H (0.59658, -1.73583, 1.89306)
H (2.19538, -1.91533, 2.72696)
H (0.38958, -0.62553, 3.80936)
H (1.85958, 0.38087, 3.50806)
H (-0.22432, 1.33797, 2.84866)
H (0.90998, 1.45447, 1.89166)

=====

5.
Formula: C5H6CrFO4
Source: OMol25
Level of theory: ωB97M-V/def2-TZVPD

ΔE to the lowest compared entry with this formula, charge and spin = 6.63 kcal per mole
HOMO-LUMO gap (alpha / beta) = 6.68 / 8.35 eV
Net charge = +2
Maximum force = 3.281 eV Å⁻¹
DFT total energy = -44588.8845 eV
<S²> = 8.767
Spin multiplicity = 6

Cartesian coordinates (Å):
O (2.85043, 0.48392, -0.52444)
C (3.00345, -0.50747, 0.19533)
H (4.01456, -0.69790, 0.59028)
H (0.87705, -0.82045, 0.75976)
C (1.93257, -1.42623, 0.58066)
H (1.66765, -2.10911, -0.23095)
H (2.22212, -1.94617, 1.50661)
C (-1.01598, 0.80503, 0.25278)
C (-2.41586, 1.34237, 0.35751)
O (-3.15228, 0.39551, -0.42732)
C (-2.37723, -0.58663, -0.85256)
O (-1.08631, -0.36876, -0.38157)
O (-2.67884, -1.56683, -1.44261)
F (-0.14377, 1.67772, -0.44237)
H (-2.50240, 2.34271, -0.08198)
H (-2.79333, 1.33366, 1.38648)
Cr (1.59819, 1.64862, -1.24561)

=====

6.
Formula: C18H24ClN3O3
Source: OMol25
Level of theory: ωB97M-V/def2-TZVPD

ΔE to the lowest compared entry with this formula, charge and spin = 0.00 kcal per mole
HOMO-LUMO gap = 8.93 eV
Net charge = 0
Maximum force = 0.822 eV Å⁻¹
DFT total energy = -42191.7946 eV
SMILES = CCOC(=O)C1CCN(Cc2nc3ccc(Cl)cc3n2CCO)CC1

Cartesian coordinates (Å):
C (2.32954, 1.97294, -6.22101)
C (1.49424, 0.83696, -5.64931)
O (2.00830, 0.39303, -4.39234)
C (1.63516, 1.07587, -3.30411)
O (0.88767, 2.01812, -3.33134)
C (2.30064, 0.51131, -2.05850)
C (2.03837, -0.99475, -1.93292)
C (0.56587, -1.23793, -1.58448)
N (0.13183, -0.56481, -0.37506)
C (0.65581, -1.15971, 0.84766)
C (-0.02866, -0.60127, 2.04798)
N (0.60313, -0.07374, 3.05714)
C (-0.36529, 0.31474, 3.94395)
C (-0.26001, 0.93155, 5.18474)
C (-1.42320, 1.22300, 5.86432)
C (-2.66805, 0.91115, 5.31436)
Cl (-4.09498, 1.30976, 6.21160)
C (-2.80979, 0.29917, 4.08473)
C (-1.63821, -0.00207, 3.40855)
N (-1.39106, -0.58284, 2.19189)
C (-2.36565, -1.12872, 1.28762)
C (-2.63055, -2.61827, 1.56720)
O (-3.06413, -2.87186, 2.87576)
C (0.37082, 0.86685, -0.47360)
C (1.82188, 1.23834, -0.79974)
H (3.36887, 1.66675, -6.31248)
H (2.27175, 2.84024, -5.56800)
H (1.95138, 2.24526, -7.20203)
H (0.45748, 1.16187, -5.51301)
H (1.52803, -0.04214, -6.29624)
H (3.37659, 0.67395, -2.19597)
H (2.28511, -1.49742, -2.86801)
H (2.67492, -1.40415, -1.14633)
H (0.37699, -2.30935, -1.47433)
H (-0.06174, -0.86436, -2.40078)
H (1.73290, -1.00386, 0.99808)
H (0.47275, -2.23852, 0.79631)
H (0.70605, 1.17241, 5.59660)
H (-1.38443, 1.69943, 6.83120)
H (-3.78887, 0.08094, 3.68793)
H (-1.99034, -1.01096, 0.26783)
H (-3.29374, -0.55986, 1.40130)
H (-1.70500, -3.18750, 1.45770)
H (-3.35805, -2.98722, 0.82905)
H (-3.87167, -2.37557, 3.05164)
H (0.07819, 1.33050, 0.47057)
H (-0.27996, 1.25188, -1.26286)
H (1.88048, 2.31612, -0.95182)
H (2.46863, 0.97471, 0.03855)

=====

7.
Formula: C3H6O
Source: OMol25
Level of theory: ωB97M-V/def2-TZVPD

ΔE to the lowest compared entry with this formula, charge and spin = 47.87 kcal per mole
HOMO-LUMO gap = 10.42 eV
Net charge = 0
Maximum force = 3.603 eV Å⁻¹
DFT total energy = -5253.6184 eV

Cartesian coordinates (Å):
O (-2.43567, -0.14984, 0.12925)
C (-1.30317, 0.14277, -0.15876)
C (-0.08263, -0.40574, 0.50249)
C (1.18990, 0.15891, -0.02307)
H (-1.10369, 0.88752, -0.95015)
H (-0.30080, -0.65228, 1.52986)
H (-0.57307, -1.00821, -0.35948)
H (1.11417, 0.23036, -1.10357)
H (2.10123, -0.39538, 0.16795)
H (1.39373, 1.19190, 0.26548)

=====

8.
Formula: C3H5N3O
Source: OMol25
Level of theory: ωB97M-V/def2-TZVPD

ΔE to the lowest compared entry with this formula, charge and spin = 44.47 kcal per mole
HOMO-LUMO gap = 10.26 eV
Net charge = 0
Maximum force = 2.993 eV Å⁻¹
DFT total energy = -9708.6556 eV
SMILES = Cc1noc(N)n1

Cartesian coordinates (Å):
C (-2.12015, 0.54222, -1.42183)
C (-0.85380, 0.08349, -0.64100)
N (-0.85039, -1.07211, 0.00846)
O (0.30021, -1.06911, 0.85628)
C (0.99307, 0.02321, 0.45881)
N (2.20933, 0.43867, 1.05464)
N (0.34869, 0.78889, -0.38904)
H (-1.84017, 0.82173, -2.44571)
H (-2.55654, 1.33127, -0.78057)
H (-2.79935, -0.24763, -1.50732)
H (2.40038, 1.42868, 0.73067)
H (2.32586, 0.23711, 2.05835)